1.
{"formula": "C34H59BrNNiP3", "method": "ωB97M-V/def2-TZVPD", "spin_multiplicity": 3, "total_charge": 2, "gap_ev": [7.59, 4.35], "species": ["C", "C", "C", "C", "N", "C", "C", "C", "C", "C", "C", "C", "C", "C", "Ni", "P", "H", "H", "H", "H", "H", "H", "H", "H", "C", "C", "H", "H", "H", "H", "H", "C", "C", "H", "H", "H", "H", "H", "C", "C", "H", "H", "H", "H", "H", "Br", "P", "C", "C", "H", "H", "H", "H", "H", "C", "C", "H", "H", "H", "H", "H", "C", "C", "H", "H", "H", "H", "H", "C", "C", "C", "P", "C", "C", "C", "C", "C", "C", "H", "H", "H", "H", "H", "H", "H", "H", "H", "H", "H", "H", "H", "H", "H", "H", "H", "H", "H", "H", "H"], "positions_angstrom": [[-4.680, -2.758, 2.175], [-4.925, -2.085, 0.954], [-6.108, -1.348, 0.790], [-7.110, -1.532, 1.737], [-6.935, -2.299, 2.810], [-5.758, -2.873, 3.061], [-4.003, -2.192, -0.119], [-3.192, -2.417, -1.009], [-1.925, -2.232, -1.679], [-1.383, -0.919, -1.635], [-0.080, -0.664, -2.090], [0.709, -1.774, -2.549], [-0.051, -2.790, -3.150], [-1.250, -3.145, -2.542], [1.708, -1.608, -1.083], [-0.412, 0.540, 1.289], [-6.281, -0.674, -0.048], [-3.715, -3.187, 2.463], [-8.110, -1.068, 1.617], [-5.682, -3.494, 3.971], [-1.682, -4.129, -2.745], [-1.894, -0.094, -1.155], [0.393, -3.334, -3.981], [0.267, 0.373, -2.173], [0.528, 1.928, 2.052], [-0.254, 2.926, 2.891], [0.971, 2.462, 1.195], [1.357, 1.509, 2.634], [0.399, 3.756, 3.182], [-1.088, 3.376, 2.351], [-0.650, 2.472, 3.802], [-2.023, 1.379, 1.018], [-3.080, 1.334, 2.102], [-2.431, 0.957, 0.087], [-1.777, 2.432, 0.816], [-3.999, 1.781, 1.715], [-3.323, 0.322, 2.424], [-2.854, 1.925, 2.994], [-0.633, -0.739, 2.583], [-0.953, -0.297, 3.994], [0.289, -1.341, 2.595], [-1.425, -1.398, 2.203], [-1.164, -1.174, 4.612], [-0.126, 0.231, 4.471], [-1.837, 0.334, 4.060], [2.686, -1.445, -3.209], [0.133, 3.129, -1.668], [-0.682, 4.763, -1.107], [-0.332, 6.088, -1.790], [-0.374, 4.830, -0.046], [-1.779, 4.629, -1.104], [-0.851, 6.923, -1.291], [0.744, 6.293, -1.732], [-0.637, 6.100, -2.845], [1.588, 3.476, -2.736], [1.678, 2.966, -4.169], [2.365, 2.944, -2.158], [1.850, 4.540, -2.703], [2.706, 3.080, -4.526], [1.462, 1.893, -4.231], [1.049, 3.539, -4.852], [-1.060, 2.430, -2.889], [-1.741, 3.358, -3.896], [-1.803, 1.886, -2.282], [-0.506, 1.651, -3.431], [-2.464, 2.768, -4.487], [-2.276, 4.156, -3.364], [-1.013, 3.797, -4.595], [4.298, 0.982, 0.421], [4.570, -0.516, 0.187], [5.898, -0.861, 0.868], [3.111, -1.592, 0.581], [3.282, -3.272, -0.343], [4.629, -3.966, -0.363], [2.113, -4.171, 0.059], [3.116, -1.899, 2.421], [4.075, -2.991, 2.957], [3.265, -0.641, 3.289], [4.183, 1.205, 1.491], [3.397, 1.331, -0.095], [5.140, 1.589, 0.044], [4.713, -0.649, -0.898], [5.857, -0.690, 1.951], [6.250, -1.876, 0.655], [6.683, -0.180, 0.502], [3.115, -2.957, -1.405], [4.954, -4.304, 0.622], [4.549, -4.865, -0.982], [5.400, -3.344, -0.819], [1.133, -3.657, -0.049], [2.086, -5.063, -0.585], [2.204, -4.543, 1.094], [2.096, -2.290, 2.568], [5.141, -2.743, 2.786], [3.940, -3.058, 4.056], [3.859, -4.000, 2.563], [2.600, 0.164, 2.941], [2.997, -0.894, 4.334], [4.309, -0.280, 3.321]], "forces_ev_per_angstrom": [[-0.630, 0.014, 0.060], [-0.232, 0.199, 0.642], [-0.235, -0.288, 0.126], [-0.026, 0.134, 0.214], [-0.378, -0.211, 0.383], [0.208, 0.235, -0.370], [1.662, -0.444, -1.418], [-0.170, 0.556, 1.466], [0.309, 1.174, -0.822], [0.355, -1.027, 0.159], [0.755, 0.051, 0.591], [-2.259, 1.286, -3.592], [0.883, -1.359, 0.824], [-0.486, 0.167, 0.028], [-0.060, 0.736, 2.031], [-0.580, 1.709, 1.712], [0.148, -0.490, -0.022], [-0.361, -0.085, -0.571], [0.798, -0.265, 0.127], [-0.033, 0.545, -0.500], [-0.042, 0.517, -0.203], [-0.243, -0.352, -0.477], [-0.129, -0.452, 0.438], [0.109, -0.566, 0.461], [1.110, 0.002, -0.657], [-0.413, 0.154, 0.445], [-0.032, -0.252, 0.276], [-0.187, 0.109, -0.171], [0.042, -0.256, -0.049], [0.119, -0.017, 0.055], [0.063, 0.129, -0.085], [-0.168, -0.036, -1.097], [-0.597, -0.073, 0.547], [-0.130, 0.365, 0.440], [0.136, -0.434, -0.307], [0.048, -0.152, -0.173], [-0.064, -0.025, -0.085], [0.297, -0.133, -0.187], [0.259, -1.007, -0.851], [-0.176, 0.453, 0.712], [-0.275, 0.151, -0.117], [0.101, 0.009, -0.010], [0.113, -0.034, -0.179], [0.031, 0.001, -0.108], [0.130, -0.039, -0.042], [-1.029, 0.555, -1.061], [-1.132, 0.397, -0.293], [0.344, -0.323, 0.439], [0.041, 0.054, -0.253], [-0.234, 0.046, -0.323], [0.421, -0.237, -0.043], [0.183, -0.369, -0.130], [-0.246, -0.011, -0.069], [0.149, -0.032, 0.245], [1.043, 0.089, 0.653], [0.047, -0.043, -0.141], [0.119, 0.424, -0.269], [-0.093, -0.169, 0.082], [-0.094, 0.059, 0.109], [-0.145, 0.202, -0.148], [-0.033, -0.286, 0.053], [-0.167, -0.348, 0.106], [-0.080, -0.125, -0.018], [-0.018, 0.222, -0.284], [-0.194, 0.197, 0.063], [0.231, 0.398, 0.214], [0.068, -0.114, -0.335], [-0.366, -0.061, 0.337], [-0.273, 0.204, 0.021], [0.504, 0.211, -0.326], [0.431, -0.026, 0.061], [1.555, -0.189, 0.946], [-0.001, 0.739, 0.354], [0.212, -0.433, -0.131], [-0.164, -0.481, 0.223], [-0.261, -0.734, 0.247], [0.235, -0.151, 0.136], [-0.079, 0.134, 0.103], [0.071, -0.042, -0.302], [0.008, -0.082, 0.042], [-0.280, -0.368, 0.160], [-0.126, -0.055, 0.165], [-0.029, -0.225, -0.247], [-0.160, 0.142, 0.218], [-0.321, -0.184, -0.011], [0.250, -0.570, 0.594], [-0.004, 0.205, -0.034], [-0.004, 0.078, 0.006], [0.000, 0.006, 0.145], [0.296, -0.308, 0.185], [-0.018, 0.319, 0.110], [-0.085, 0.271, -0.340], [0.193, 0.055, 0.104], [-0.619, -0.176, -0.016], [0.027, 0.082, -0.561], [0.154, 0.531, 0.044], [0.405, -0.209, 0.216], [0.050, 0.113, -0.551], [-0.548, -0.086, -0.138]], "lowdin_charge": [-0.014, -0.250, -0.011, -0.120, 0.068, -0.123, 0.046, 0.076, -0.189, -0.050, -0.149, -0.596, -0.055, 0.011, 0.125, 1.149, 0.122, 0.112, 0.127, 0.122, 0.139, 0.063, 0.129, 0.062, -0.381, -0.119, 0.045, 0.054, 0.099, 0.062, 0.071, -0.377, -0.116, 0.052, 0.063, 0.097, 0.067, 0.073, -0.364, -0.114, 0.054, 0.081, 0.097, 0.080, 0.057, 0.840, 0.980, -0.401, -0.147, 0.051, 0.076, 0.085, 0.067, 0.073, -0.410, -0.137, 0.048, 0.077, 0.084, 0.056, 0.068, -0.450, -0.118, 0.055, 0.046, 0.088, 0.067, 0.067, -0.110, -0.530, -0.098, 1.047, -0.555, -0.078, -0.099, -0.521, -0.088, -0.104, 0.068, 0.054, 0.097, 0.092, 0.069, 0.069, 0.097, 0.001, 0.078, 0.096, 0.079, 0.064, 0.103, 0.087, 0.075, 0.082, 0.097, 0.068, 0.035, 0.101, 0.082]}



2.
{"formula": "C34H59BrNP3Sn", "method": "ωB97M-V/def2-TZVPD", "de_lowest_ev": 2.899, "total_charge": 4, "gap_ev": [3.37, 2.16], "species": ["C", "C", "C", "C", "N", "C", "C", "C", "C", "C", "C", "C", "C", "C", "Sn", "P", "H", "H", "H", "H", "H", "H", "H", "H", "C", "C", "H", "H", "H", "H", "H", "C", "C", "H", "H", "H", "H", "H", "C", "C", "H", "H", "H", "H", "H", "Br", "P", "C", "C", "H", "H", "H", "H", "H", "C", "C", "H", "H", "H", "H", "H", "C", "C", "H", "H", "H", "H", "H", "C", "C", "C", "P", "C", "C", "C", "C", "C", "C", "H", "H", "H", "H", "H", "H", "H", "H", "H", "H", "H", "H", "H", "H", "H", "H", "H", "H", "H", "H", "H"], "positions_angstrom": [[6.234, -5.197, 3.926], [6.307, -4.871, 2.572], [7.408, -5.358, 1.844], [8.339, -6.185, 2.486], [8.232, -6.523, 3.776], [7.211, -6.031, 4.486], [5.336, -4.046, 1.900], [4.554, -3.258, 1.403], [3.607, -2.206, 1.209], [2.228, -2.335, 1.422], [1.357, -1.233, 1.141], [1.933, 0.001, 0.766], [3.337, 0.129, 0.615], [4.167, -0.995, 0.760], [2.386, -0.737, -1.543], [-0.998, -1.895, -1.696], [7.504, -5.149, 0.789], [5.407, -4.869, 4.535], [9.173, -6.600, 1.924], [7.144, -6.333, 5.536], [5.242, -0.908, 0.574], [1.880, -3.307, 1.825], [3.796, 1.082, 0.333], [0.286, -1.351, 1.327], [-2.230, -1.331, -2.994], [-2.491, -2.154, -4.256], [-1.874, -0.331, -3.291], [-3.193, -1.152, -2.487], [-3.264, -1.641, -4.854], [-1.600, -2.238, -4.889], [-2.861, -3.161, -4.028], [0.202, -2.992, -2.627], [0.518, -4.361, -2.039], [1.208, -2.480, -2.596], [-0.080, -3.040, -3.696], [1.397, -4.737, -2.584], [0.806, -4.304, -0.979], [-0.291, -5.087, -2.178], [-2.008, -3.108, -0.704], [-2.962, -4.068, -1.414], [-2.603, -2.528, 0.021], [-1.313, -3.707, -0.092], [-3.390, -4.776, -0.686], [-3.798, -3.547, -1.886], [-2.463, -4.673, -2.171], [1.632, 2.260, -0.117], [3.422, 0.431, -4.071], [2.108, -0.791, -4.484], [1.762, -0.879, -5.970], [1.168, -0.473, -4.000], [2.463, -1.777, -4.133], [1.126, -1.762, -6.087], [1.121, -0.020, -6.224], [2.655, -0.960, -6.608], [2.723, 2.013, -3.426], [3.661, 3.188, -3.765], [2.596, 2.007, -2.320], [1.713, 2.132, -3.865], [3.221, 4.084, -3.317], [4.663, 3.074, -3.319], [3.746, 3.376, -4.844], [4.537, -0.284, -2.763], [5.792, -0.942, -3.359], [4.048, -1.168, -2.221], [4.818, 0.501, -2.046], [6.455, -1.252, -2.547], [5.573, -1.869, -3.908], [6.357, -0.233, -3.980], [-3.093, 2.104, 0.661], [-2.128, 2.523, 1.778], [-2.886, 2.922, 3.028], [-0.825, 1.225, 1.971], [0.646, 2.038, 2.829], [0.372, 3.300, 3.627], [1.540, 1.079, 3.602], [-1.497, -0.059, 3.182], [-1.633, 0.418, 4.633], [-2.784, -0.671, 2.637], [-3.705, 1.234, 0.934], [-3.776, 2.932, 0.476], [-2.547, 1.891, -0.262], [-1.537, 3.380, 1.408], [-3.621, 2.164, 3.328], [-2.241, 3.170, 3.875], [-3.467, 3.821, 2.784], [1.230, 2.340, 1.923], [-0.151, 3.076, 4.569], [1.332, 3.774, 3.877], [-0.191, 4.032, 3.044], [1.766, 0.198, 3.008], [2.506, 1.566, 3.817], [1.106, 0.740, 4.548], [-0.701, -0.827, 3.139], [-2.594, 0.911, 4.798], [-1.609, -0.462, 5.283], [-0.825, 1.076, 4.954], [-2.679, -0.920, 1.567], [-2.972, -1.600, 3.200], [-3.655, -0.010, 2.782]], "forces_ev_per_angstrom": [[-0.235, -0.348, 0.271], [0.640, -0.229, -0.589], [0.035, -0.250, 0.185], [-0.617, 0.275, 0.148], [-0.177, 0.271, -0.105], [-0.006, 0.107, -0.513], [0.246, 0.097, 0.622], [-0.908, -0.057, 0.582], [1.935, -1.128, -0.402], [-0.755, 0.820, -0.270], [-0.078, 0.082, 0.444], [1.638, 1.520, -0.463], [0.660, -0.256, 0.140], [-0.720, 0.904, -0.024], [-1.050, 0.538, -0.366], [-2.485, -3.221, -2.258], [0.087, 0.042, -0.035], [-0.048, 0.100, 0.074], [-0.110, 0.069, 0.192], [0.075, 0.156, -0.397], [-0.378, -0.070, 0.170], [-0.168, 0.816, -0.390], [-0.143, -0.420, 0.281], [0.353, 0.048, -0.201], [0.048, 1.771, 0.481], [0.308, -0.690, -0.254], [-0.224, -0.117, -0.056], [0.478, -0.057, 0.214], [0.297, -0.062, 0.382], [-0.208, 0.011, 0.052], [0.127, 0.264, -0.101], [1.716, 0.779, 0.212], [-0.022, -0.413, 0.095], [-1.340, -0.521, -0.500], [-0.144, 0.195, 0.570], [-0.302, -0.028, 0.143], [-0.171, -0.096, -0.258], [0.219, 0.194, 0.189], [0.492, 0.419, 1.931], [-0.267, -0.125, -0.952], [0.228, -0.021, -0.212], [-0.032, 0.335, -0.176], [0.281, 0.412, 0.033], [0.105, -0.050, 0.064], [-0.036, 0.048, -0.009], [-0.777, -2.539, -0.161], [0.508, 0.626, -0.354], [-0.453, -0.018, 0.174], [-0.178, 0.052, -0.046], [0.166, -0.525, 0.127], [-0.192, 0.172, 0.013], [0.200, 0.020, -0.266], [0.545, -0.168, -0.281], [-0.473, 0.120, 0.127], [-0.148, 0.275, 0.737], [-0.244, 0.250, 0.042], [0.029, 0.022, -1.070], [0.467, 0.022, 0.100], [0.136, 0.005, -0.107], [-0.333, -0.098, -0.280], [0.072, -0.239, 0.315], [0.449, -0.372, -0.629], [0.517, -0.390, 0.303], [1.711, -0.253, -0.263], [-0.071, -0.137, 0.000], [-0.005, 0.105, 0.000], [-0.122, 0.506, -0.134], [-0.355, -0.208, 0.052], [-0.102, -0.003, -0.051], [0.452, 0.028, -1.566], [-0.239, -0.009, 0.695], [-0.966, 1.246, 3.727], [0.963, -0.119, -1.210], [-0.546, 0.363, 0.252], [0.227, -0.306, 0.194], [0.668, -0.492, -1.040], [-0.039, 0.272, 0.101], [-0.191, -0.434, 0.146], [0.206, 0.241, -0.062], [-0.030, -0.016, -0.122], [-0.147, 0.008, -0.069], [-0.254, -0.171, 0.109], [0.276, 0.158, -0.063], [-0.227, -0.074, -0.126], [0.185, -0.114, -0.056], [-0.630, -0.003, 1.695], [0.186, 0.251, -0.324], [-0.166, -0.255, -0.058], [-0.022, 0.003, 0.247], [0.065, -0.088, 0.368], [-0.432, -0.063, 0.013], [0.148, 0.151, -0.156], [-0.292, 0.139, 0.227], [0.248, -0.015, -0.059], [0.038, -0.020, -0.113], [-0.243, -0.068, 0.022], [-0.223, 0.040, 0.350], [-0.106, 0.309, -0.280], [0.401, -0.302, -0.137]], "lowdin_charge": [0.000, -0.224, 0.000, -0.087, 0.104, -0.086, 0.124, 0.055, -0.213, 0.043, -0.156, -0.437, -0.305, -0.013, 1.456, 1.167, 0.114, 0.115, 0.126, 0.130, 0.163, 0.165, 0.089, 0.089, -0.361, -0.096, 0.081, 0.101, 0.118, 0.070, 0.080, -0.409, -0.106, -0.063, 0.098, 0.106, 0.077, 0.090, -0.372, -0.090, 0.069, 0.083, 0.118, 0.088, 0.074, 0.781, 1.053, -0.517, -0.109, 0.039, 0.068, 0.081, 0.096, 0.099, -0.468, -0.128, -0.081, 0.104, 0.086, 0.085, 0.095, -0.526, -0.096, -0.050, 0.097, 0.091, 0.099, 0.105, -0.104, -0.526, -0.067, 1.233, -0.584, -0.071, -0.089, -0.505, -0.055, -0.103, 0.072, 0.103, 0.066, 0.115, 0.088, 0.074, 0.122, -0.080, 0.091, 0.115, 0.085, 0.035, 0.117, 0.092, 0.090, 0.089, 0.115, 0.059, 0.048, 0.109, 0.088]}



One value per record, in order, for calculated total energy: -6491.31115 -5196.20096 a.u..